# 1
This record from the Open Molecules 2025 dataset describes a structure of composition C25H41Cl3FeN3O3SSi. The level of theory is ωB97M-V/def2-TZVPD.

Each line ends with the Löwdin charge.
Atoms and positions in Å:
1 C 1.650491 -1.355818 -3.417848  -0.034
2 C 1.160532 0.036740 -3.166749  -0.225
3 H 1.375165 -1.688378 -4.424044  0.058
4 H 1.231068 -2.060059 -2.679708  0.070
5 H 2.749611 -1.414960 -3.323652  0.092
6 C 0.589068 0.836416 -4.084895  -0.128
7 C 0.379178 0.510706 -5.523269  -0.112
8 H 0.297496 1.855521 -3.813973  0.097
9 H 0.484521 -0.555360 -5.753539  0.056
10 H 1.065426 1.078163 -6.170981  0.071
11 H -0.636523 0.815549 -5.805353  0.063
12 Fe 0.489073 -0.954717 0.697440  -0.020
13 Cl 2.563587 -0.293478 1.208966  -0.025
14 Cl -0.068227 -2.996832 0.119594  0.074
15 C 0.294515 2.582352 1.670301  -0.314
16 O -0.585237 1.707742 1.678563  -0.025
17 N 0.123718 3.861564 2.068907  -0.176
18 C -1.150011 4.355889 2.576266  -0.049
19 C 1.181649 4.843442 1.886997  -0.062
20 H 1.332549 2.358180 1.346899  0.111
21 H -1.854824 3.529160 2.686851  0.077
22 H -1.566142 5.111522 1.892493  0.086
23 H -0.987455 4.839300 3.550212  0.081
24 H 2.084463 4.323300 1.548273  0.088
25 H 1.389304 5.364659 2.832803  0.082
26 H 0.901099 5.589395 1.127780  0.078
27 H -1.436800 -1.331000 -2.613056  0.085
28 H -2.032380 1.303147 -2.928807  0.069
29 C -2.345253 -1.384375 -1.996672  -0.056
30 C -2.935221 0.968604 -2.398631  -0.070
31 N -2.619136 -0.075446 -1.437641  -0.183
32 H -2.185146 -2.115035 -1.200724  0.037
33 C -2.602583 0.178768 -0.102891  -0.334
34 O -2.351842 -0.655922 0.777377  -0.068
35 H -3.368816 1.821768 -1.864159  0.084
36 H -2.833625 1.239406 0.132374  0.129
37 H -3.178615 -1.685010 -2.648041  0.083
38 H -3.642793 0.592773 -3.149476  0.084
39 O 0.363909 -0.131633 -0.976727  -0.364
40 C 1.329886 0.511401 -1.735556  -0.423
41 C -0.059282 2.572128 -1.488400  -0.064
42 C 1.211346 2.017204 -1.540134  -0.182
43 H -0.900988 1.879155 -1.420476  0.084
44 C -0.228123 3.955601 -1.548305  -0.085
45 H 2.326417 0.194205 -1.403646  0.089
46 C 2.339849 2.839409 -1.489260  -0.027
47 H -1.245400 4.348428 -1.569544  0.098
48 C 0.895332 4.784423 -1.606808  -0.133
49 C 2.178498 4.229285 -1.516077  -0.107
50 H 3.325657 2.367796 -1.438633  0.119
51 H 0.759087 5.867571 -1.684770  0.092
52 H 3.056197 4.882491 -1.493890  0.095
53 Si 0.543589 -6.227600 0.167688  0.097
54 Cl 0.898857 -5.288985 -1.678896  0.235
55 C -1.297277 -6.232240 0.566695  -0.227
56 C 1.606078 -5.490807 1.505530  -0.234
57 C 1.067919 -7.996824 -0.261448  -0.248
58 H -1.769661 -5.257429 0.382919  -0.002
59 H -1.454649 -6.479047 1.628767  0.029
60 H -1.808512 -6.996234 -0.041379  0.021
61 H 0.348318 -8.433529 -0.966632  0.019
62 H 1.126099 -8.645391 0.621674  0.020
63 H 2.053973 -7.984645 -0.742147  0.016
64 H 1.423549 -4.420601 1.654159  -0.027
65 H 2.667362 -5.613409 1.260357  0.030
66 H 1.414947 -5.995295 2.461830  0.029
67 S -0.123274 -1.709014 2.960882  0.629
68 C -0.242522 -0.285595 3.848395  -0.743
69 N -1.501886 0.185849 4.118119  0.063
70 C -1.711296 1.285260 4.896398  -0.077
71 C -0.626716 1.979040 5.408935  -0.096
72 C 0.676952 1.537125 5.129740  -0.057
73 C 0.858314 0.404261 4.348321  -0.102
74 H -2.284569 -0.289797 3.667483  0.145
75 H -2.756475 1.534342 5.070580  0.122
76 H -0.801982 2.868004 6.014172  0.097
77 H 1.540470 2.072315 5.521946  0.109
78 H 1.838116 0.025091 4.070170  0.085

Atomic forces in eV per Å
0.0 -0.3 0.0
-0.2 1.1 -0.4
0.1 -0.1 0.2
0.1 0.3 -0.1
-0.4 0.1 0.0
0.6 -0.4 0.3
-0.4 0.0 -0.4
0.1 -0.3 0.0
0.0 0.3 0.0
-0.1 -0.1 0.1
0.1 -0.1 -0.2
-0.3 0.6 0.0
1.2 0.6 0.6
-0.6 -1.2 -0.2
-0.7 -1.4 -0.1
1.0 1.4 0.2
-0.2 0.5 0.2
0.3 0.0 -0.2
-0.1 -0.2 0.0
-0.4 0.0 0.0
0.2 0.1 -0.1
0.0 -0.2 0.1
-0.1 -0.1 -0.1
-0.2 0.2 0.1
0.0 -0.1 -0.1
0.1 -0.2 0.2
-0.1 0.0 0.3
-0.2 -0.1 0.0
0.3 -0.1 -0.2
0.2 -0.1 0.2
-0.6 0.3 0.2
0.0 0.2 -0.1
0.4 -1.1 0.3
-0.6 1.2 -1.0
0.0 -0.1 -0.2
0.1 -0.3 0.0
0.0 0.0 0.2
0.0 0.1 0.2
-0.4 0.5 -0.7
-0.4 -0.3 0.9
-0.2 0.3 0.0
0.5 -0.3 -0.4
0.4 0.4 0.0
0.1 -0.4 0.0
0.3 0.2 0.0
-0.3 0.2 -0.1
0.3 0.1 0.0
0.0 0.1 0.2
-0.1 0.0 -0.1
-0.3 0.2 -0.1
0.1 -0.3 0.1
-0.3 -0.2 0.0
-0.2 0.1 -0.4
0.1 -0.5 -0.1
-0.1 0.0 -0.1
0.2 0.0 0.2
0.0 0.0 0.2
0.3 -0.2 0.0
0.1 0.0 -0.2
0.1 0.2 0.2
0.2 0.1 0.1
0.0 0.1 -0.1
-0.2 0.0 0.1
-0.1 -0.3 -0.2
-0.1 -0.1 0.0
0.0 -0.1 -0.1
-0.3 -0.3 0.7
-1.0 -1.3 -0.8
0.3 0.9 0.7
0.8 0.0 -0.1
-1.3 0.1 0.0
0.4 -1.0 -0.8
0.7 1.6 1.0
0.5 0.0 0.0
0.3 0.1 0.0
0.0 -0.3 -0.1
-0.2 -0.1 -0.1
-0.2 0.1 0.1

total charge = -1
highest occupied orbital energy (alpha / beta) = -3.7953 / -3.5762 eV
spin multiplicity = 5
relative energy (zero: lowest compared OMol25 entry of this formula, charge and spin) = 0.0000 eV
HOMO-LUMO gap (alpha / beta) = 0.224 / 0.216 Eh
maximum force = 2.0 eV/A

***

# 2
This record from the Open Molecules 2025 dataset describes a structure of composition C14H25Al2Cl2CsF3Li2NO14S. The level of theory is ωB97M-V/def2-TZVPD.

Each line ends with the Löwdin charge.
Atoms and positions in Å:
1 C -0.634314 1.259937 2.471814  -0.163
2 C 0.195630 -0.075161 2.741932  -0.534
3 O 0.777280 -0.090221 3.783410  0.146
4 O 0.287675 -1.196389 1.826892  -0.222
5 C -1.023380 -1.879683 1.647083  -0.226
6 Al -1.407731 -2.614028 -0.254593  0.406
7 C 0.249450 -3.233705 -1.164961  -0.248
8 O 1.009071 -2.135525 -1.706731  -0.226
9 N 2.397075 -2.413894 -1.477210  -0.003
10 O 2.851855 -1.613202 -0.767862  0.064
11 C -2.556526 -1.259282 -1.286447  -0.224
12 O -2.088516 -0.906635 -2.607903  -0.096
13 C -1.319373 0.205009 -2.728611  -0.573
14 C -1.710685 1.523455 -2.088985  -0.024
15 O -0.344851 0.162952 -3.426902  0.131
16 H -0.976234 1.626194 3.484674  0.010
17 H -1.528228 1.117359 1.846565  0.018
18 H -0.002538 2.036785 2.051751  0.073
19 H -1.104860 -2.707184 2.357185  0.060
20 H -1.852049 -1.193945 1.871213  0.058
21 H -2.354151 -3.943239 0.000372  -0.093
22 H 0.029399 -4.018976 -1.894969  0.065
23 H 0.872071 -3.715321 -0.398898  0.059
24 H -2.786556 -0.396919 -0.652029  0.048
25 H -3.514865 -1.758631 -1.447498  0.063
26 H -0.841857 2.173522 -2.124806  0.090
27 H -2.013228 1.454958 -1.047459  0.023
28 H -2.490403 2.016712 -2.668323  0.090
29 Al 0.104184 0.319640 0.465377  0.939
30 C -5.242108 0.567723 -5.751173  -0.151
31 C -5.291971 0.822191 -4.257489  -0.309
32 O -4.637182 -0.222596 -3.539572  -0.098
33 H -5.717820 -0.392305 -5.985700  -0.110
34 H -5.752265 1.361089 -6.302101  0.081
35 H -4.207606 0.513152 -6.097714  0.071
36 H -6.324009 0.856193 -3.908372  0.111
37 H -4.813723 1.778692 -4.011770  0.102
38 H -3.720622 -0.254539 -3.831036  0.059
39 Cl -6.545422 -2.432072 -5.974140  0.125
40 C 4.344550 1.040301 -3.143403  -0.668
41 F 4.160191 0.892173 -4.451768  0.146
42 F 3.269658 0.543545 -2.520073  0.110
43 F 5.398591 0.286679 -2.792784  0.119
44 S 4.606075 2.803030 -2.708369  0.418
45 O 3.406260 3.468611 -3.128881  -0.287
46 O 5.792645 3.210559 -3.428402  -0.331
47 O 4.791544 2.800521 -1.249542  -0.760
48 Li -2.816091 2.458452 3.795900  0.320
49 Cl -4.975754 -2.131202 -7.601441  0.117
50 Cs 6.446110 4.172544 -0.131157  1.219
51 C 3.640145 7.146150 4.162362  -0.970
52 O 4.086160 7.933729 5.005513  0.087
53 O 2.539494 6.514291 4.291916  0.087
54 O 4.221234 6.862460 3.067130  0.067
55 Li -3.085294 -4.422972 1.445171  0.741
56 C 2.740820 -2.050962 7.441613  -0.021
57 C 2.564217 -3.051341 6.325487  -0.505
58 O 2.065383 -4.136029 6.520423  0.059
59 C 3.036450 -2.636287 4.954478  -0.020
60 H 2.361147 -2.474040 8.368684  0.080
61 H 3.798190 -1.814752 7.568430  0.086
62 H 2.187103 -1.138214 7.216040  0.085
63 H 4.106647 -2.425222 4.972747  0.088
64 H 2.493246 -1.749761 4.625093  0.060
65 H 2.850660 -3.444374 4.249820  0.080

Atomic forces in eV per Å
-0.1 -1.2 0.6
0.7 1.2 1.6
0.0 -0.7 -0.2
-1.3 1.1 0.6
-0.6 -0.6 -0.7
0.5 1.1 -1.0
0.0 -0.6 0.4
-0.4 0.3 0.3
-0.1 -0.1 0.3
0.2 0.1 -0.2
-0.2 -0.9 0.6
0.1 0.3 0.6
0.9 0.2 -0.4
0.0 0.1 0.2
-0.3 -0.1 -0.2
0.4 -0.4 -0.3
-0.1 0.1 0.0
0.0 0.2 0.2
0.4 0.3 0.4
0.2 0.2 0.3
-0.2 -0.2 0.4
0.2 0.2 -0.3
-0.1 -0.1 0.0
-0.1 0.2 -0.3
-0.1 0.2 -0.1
0.1 -0.1 -0.1
-0.4 0.0 0.0
-0.2 -0.2 0.0
1.2 -0.6 -2.8
-0.2 -0.1 0.0
0.4 -0.1 -0.1
-0.4 0.2 0.1
0.3 1.0 0.2
0.0 0.0 0.0
0.0 0.1 0.0
0.0 0.0 0.1
-0.2 0.1 0.0
0.0 -0.2 0.1
2.1 -0.2 -2.5
0.0 -0.4 0.0
0.0 0.2 -0.1
0.0 0.1 0.1
0.1 0.1 0.1
-0.4 1.1 -0.6
-0.3 -0.3 0.1
0.3 -0.4 0.4
-1.2 -1.5 -0.8
-0.4 0.3 0.2
-2.3 -0.7 2.3
1.4 1.3 1.0
-0.2 -0.5 -0.6
0.0 0.0 0.1
0.0 0.2 0.3
0.3 0.1 0.0
0.0 0.0 -0.1
-0.1 -0.2 0.1
0.0 0.0 0.0
-0.1 0.0 0.0
-0.1 -0.2 -0.1
0.0 0.0 0.0
0.0 0.2 -0.1
0.2 0.1 -0.1
0.0 0.2 0.0
0.1 0.1 0.0
0.0 0.0 0.0

total charge = 0
highest occupied orbital energy = -4.7440 eV
relative energy (zero: lowest compared OMol25 entry of this formula, charge and spin) = 0.0000 eV
HOMO-LUMO gap = 0.056 Eh
maximum force = 3.3 eV/A

***

# 3
This record from the Open Molecules 2025 dataset describes a structure of composition C51H42INO2S6SbTeTi. The level of theory is ωB97M-V/def2-TZVPD.

Each line ends with the Löwdin charge.
Atoms and positions in Å:
1 Ti 13.360257 16.719899 15.546430  0.154
2 C 19.043400 12.847402 17.937314  -0.024
3 C 17.920567 13.770474 17.520104  -0.229
4 C 17.745313 15.049491 18.108745  0.076
5 C 16.743515 15.984587 17.716691  -0.053
6 C 16.713546 17.270018 18.433550  -0.348
7 O 16.548363 17.215062 19.635726  0.136
8 C 16.815979 18.478967 17.650749  -0.177
9 C 16.601539 19.732336 18.211098  -0.053
10 C 16.680741 20.990838 17.622160  -0.038
11 C 17.133815 21.010925 16.247477  -0.023
12 C 17.547707 19.751780 15.700634  -0.063
13 C 17.395112 18.534992 16.346257  -0.002
14 C 15.838581 15.623306 16.681258  -0.316
15 O 14.910763 16.402526 16.338695  -0.288
16 C 15.844415 14.286318 16.191481  -0.041
17 C 16.910720 13.460046 16.600911  0.034
18 C 14.686594 13.793818 15.325986  -0.125
19 N 13.667128 14.586638 15.132068  -0.040
20 C 12.574485 13.878664 14.446167  -0.405
21 C 12.157201 14.459241 13.127673  -0.568
22 Te 10.404943 13.503564 12.391454  1.291
23 C 11.482352 12.122122 11.168203  -0.541
24 C 11.608368 10.747815 11.368808  -0.142
25 C 12.318608 9.943753 10.499367  -0.084
26 C 13.034142 10.510565 9.452511  -0.099
27 C 12.923905 11.842165 9.210077  -0.098
28 C 12.142727 12.632699 10.048944  -0.160
29 C 14.715831 12.313131 15.034679  -0.221
30 C 15.302727 11.810659 13.894712  -0.036
31 C 15.325321 10.459887 13.638369  -0.043
32 C 14.751903 9.581530 14.574451  -0.057
33 C 14.061501 10.066147 15.661502  -0.080
34 C 14.085092 11.406181 15.891315  -0.044
35 H 19.369164 12.212796 17.130495  0.082
36 H 18.813998 12.327715 18.879617  0.099
37 H 19.763328 13.594493 18.186553  0.067
38 H 18.431986 15.344902 18.873255  0.126
39 H 16.181334 19.698239 19.212068  0.120
40 H 16.309071 21.800807 18.170191  0.084
41 H 17.025763 21.910078 15.674044  0.093
42 H 17.798902 19.832651 14.661905  0.095
43 H 17.633553 17.564040 15.930657  0.117
44 H 16.902273 12.366105 16.360306  0.141
45 H 11.745483 13.749667 15.191160  0.082
46 H 12.811868 12.851833 14.290129  0.080
47 H 12.999411 14.393161 12.396006  0.081
48 H 11.903479 15.498125 13.175493  -0.064
49 H 10.961172 10.377177 12.125314  0.082
50 H 12.472004 8.898985 10.770311  0.110
51 H 13.591383 9.860389 8.749378  0.120
52 H 13.415108 12.318206 8.355027  0.115
53 H 12.082414 13.654334 9.743555  0.085
54 H 15.676542 12.490805 13.192212  0.113
55 H 15.826257 10.176014 12.734559  0.107
56 H 14.801348 8.498190 14.438138  0.113
57 H 13.655757 9.413912 16.423656  0.117
58 H 13.566515 11.739274 16.874513  0.148
59 C 8.038019 15.813233 17.866941  -0.374
60 S 9.243267 16.887770 18.566475  0.868
61 C 10.608778 15.853259 18.738455  -0.998
62 C 11.444696 15.576567 17.735171  -0.972
63 S 11.192292 16.119263 16.029962  0.615
64 S 12.883911 14.610615 18.064323  0.924
65 C 12.611211 14.383061 19.805749  -1.389
66 S 13.373000 13.199103 20.670709  0.594
67 S 11.144414 15.231466 20.288256  0.933
68 H 7.659140 15.044857 18.518030  0.047
69 H 8.400909 15.354687 17.020882  -0.003
70 H 7.116661 16.298061 17.477956  0.068
71 I 13.726934 17.856341 13.147992  0.349
72 S 13.347916 18.551964 17.092330  0.248
73 Sb 11.454687 19.994031 16.962900  1.443
74 C 11.888156 21.644315 15.732542  -0.345
75 C 12.936602 21.794877 14.866856  -0.122
76 C 13.030038 22.939711 14.080280  -0.072
77 C 12.176318 24.004432 14.246934  -0.068
78 C 11.088951 23.907757 15.120555  -0.049
79 C 10.946233 22.693781 15.804180  -0.122
80 C 9.517753 19.484173 16.176841  -0.340
81 C 8.423361 19.971004 16.911971  -0.117
82 C 7.184049 19.728804 16.374656  -0.071
83 C 7.027674 19.028218 15.169360  -0.044
84 C 8.165082 18.514313 14.532267  -0.066
85 C 9.422436 18.777293 15.011790  -0.163
86 C 10.967571 20.448655 18.955721  -0.332
87 C 11.015753 19.291966 19.785816  -0.168
88 C 10.543014 19.361595 21.049958  -0.086
89 C 9.872148 20.475868 21.476921  -0.049
90 C 9.724215 21.656249 20.686162  -0.014
91 C 10.348237 21.577914 19.440382  -0.139
92 H 13.697678 21.054275 14.790438  0.073
93 H 13.802258 23.022370 13.320846  0.115
94 H 12.325524 24.836840 13.578542  0.110
95 H 10.488080 24.730542 15.480362  0.111
96 H 10.099913 22.594306 16.476638  0.084
97 H 8.569926 20.619558 17.744761  0.085
98 H 6.335199 20.210584 16.812361  0.106
99 H 6.077157 18.895919 14.608949  0.125
100 H 8.030469 17.924281 13.655717  0.105
101 H 10.315096 18.474655 14.506777  0.069
102 H 11.397967 18.422386 19.325234  0.026
103 H 10.729741 18.603636 21.805290  0.123
104 H 9.515389 20.417604 22.452979  0.090
105 H 9.245258 22.576345 21.094504  0.127
106 H 10.372316 22.384922 18.826937  0.059

Atomic forces in eV per Å
0.4 0.1 -0.9
-1.2 1.1 0.5
-2.1 1.4 -0.3
-0.6 0.0 -1.1
1.3 -2.3 -0.9
-1.0 -0.8 0.6
0.2 0.6 0.1
1.9 2.7 -2.0
-1.3 0.2 1.7
1.1 -2.3 -3.1
-0.8 -2.1 2.7
-1.1 1.8 -0.1
-0.8 -0.5 1.3
2.8 -3.1 2.0
-2.0 2.8 -1.0
-0.1 0.1 -0.6
0.1 -2.3 0.3
1.7 1.0 2.5
0.3 -1.4 -1.2
-1.5 -0.4 1.0
0.7 -0.1 -0.4
0.2 -0.7 -0.4
0.7 0.4 -1.0
-1.0 0.8 -0.1
0.9 -0.3 0.8
0.2 -1.8 -0.7
-0.1 1.2 -0.2
0.2 0.1 -0.1
-0.7 0.0 0.3
-0.5 0.0 0.5
-0.3 -0.4 0.9
0.3 -0.8 -1.4
0.8 -0.5 0.2
-1.2 2.1 2.7
0.1 -0.3 0.0
0.0 -0.2 -0.5
1.4 -0.1 0.2
0.2 0.3 0.5
0.1 0.1 0.2
-0.2 1.3 0.4
0.5 0.2 -0.4
0.5 -0.5 -0.4
0.3 0.3 -0.6
-0.2 1.1 -0.4
0.4 0.6 -0.8
0.5 -0.6 -0.4
-0.8 -0.1 0.4
-0.2 0.7 0.1
0.0 -0.9 0.8
-0.4 0.1 -0.4
-0.3 0.5 0.7
-0.2 -0.3 0.3
-0.3 0.7 0.2
0.8 0.8 -1.0
0.0 -0.6 -0.2
0.1 0.4 -0.2
-0.2 -0.1 -0.2
1.0 -0.2 -1.8
-2.2 0.1 0.3
-0.6 1.2 0.6
1.0 -0.5 0.1
0.7 -0.1 -1.4
-0.4 -0.1 1.0
-0.5 0.2 0.7
-0.7 -1.1 -0.5
-0.2 1.3 -0.4
0.2 -0.2 0.6
0.2 -0.2 0.6
1.2 -1.2 -1.9
0.8 0.6 0.6
-0.2 -0.3 0.9
-0.7 0.7 0.0
-0.1 -0.2 -0.4
-1.1 1.0 0.3
0.5 0.1 -0.3
0.4 -0.2 -0.1
-0.8 0.1 -0.4
0.9 -1.1 0.9
0.0 0.2 0.4
1.0 0.7 1.6
1.0 -0.6 -1.5
-0.9 0.2 -0.9
0.4 -0.3 -0.5
-1.1 0.2 0.1
0.0 0.1 0.2
-0.2 -1.9 1.1
0.4 1.6 -2.1
0.0 -0.4 1.2
-0.1 2.1 -1.2
0.7 -1.5 0.9
-0.3 -0.6 1.1
0.5 -0.6 -0.1
0.0 -0.1 0.2
-0.1 0.4 0.2
-0.2 0.1 -0.7
-0.1 0.0 0.0
-0.1 0.1 0.7
-0.5 0.0 0.3
0.5 0.2 1.0
0.0 -0.2 -0.7
0.3 -0.3 -0.4
0.7 -1.1 0.1
-0.2 -0.3 -0.4
-0.7 0.3 1.5
0.4 -0.9 -0.6
-0.2 2.6 -1.6

total charge = +1
highest occupied orbital energy = -10.0783 eV
relative energy (zero: lowest compared OMol25 entry of this formula, charge and spin) = 0.9462 eV
HOMO-LUMO gap = 0.230 Eh
maximum force = 4.6 eV/A

***

- Which formula does entry 2 have?
  C14H25Al2Cl2CsF3Li2NO14S

***

- Among the records above, which one has the highest maximum force?
  C51H42INO2S6SbTeTi